Here is C23H23FN2O5S in the gas phase from the Open Molecules 2025 dataset. Energies are from the ωB97M-V functional and the def2-TZVPD basis.

For the frontier orbital gap, the calculation gives 0.330 hartree. The energy above the lowest of the compared OMol25 structures with the same formula, charge and spin is 62.0 kcal/mol. As for the SMILES: O=C(c1cccc(S(=O)(=O)N2CCOCC2)c1)N(Cc1ccc(F)cc1)Cc1ccco1.

CARTESIAN COORDINATES (ANGSTROEM)
O: -1.69939 1.74380 -2.35834
C: -0.52401 1.49556 -2.16904
N: 0.21025 0.73201 -3.01413
C: -0.46939 0.04155 -4.09788
C: -0.60547 -1.42941 -3.80351
C: -1.24502 -1.83506 -2.63665
C: -1.32665 -3.17304 -2.30462
C: -0.77157 -4.10377 -3.16468
C: -0.15298 -3.73227 -4.34309
C: -0.06997 -2.38644 -4.65350
H: 0.41938 -2.08112 -5.56682
H: 0.26041 -4.48655 -4.99363
F: -0.83822 -5.41296 -2.84589
H: -1.80732 -3.50048 -1.39674
H: -1.67605 -1.09167 -1.98314
H: -1.45683 0.50483 -4.18656
H: 0.08674 0.19867 -5.02696
C: 1.59284 0.35598 -2.77747
C: 1.72839 -0.90923 -1.98744
C: 2.25626 -2.13070 -2.28718
C: 2.08377 -2.93001 -1.12986
C: 1.46451 -2.13689 -0.21530
O: 1.25093 -0.91467 -0.72515
H: 1.13950 -2.29471 0.79424
H: 2.37864 -3.95137 -1.00714
H: 2.70970 -2.42643 -3.21076
H: 2.07879 0.21679 -3.74674
H: 2.09151 1.17036 -2.24477
C: 0.19569 2.01678 -0.95848
C: 0.00664 1.35679 0.24908
C: 0.67070 1.79707 1.37414
C: 1.48450 2.91220 1.33881
C: 1.63201 3.60259 0.14630
C: 0.99604 3.15284 -1.00020
H: 1.12252 3.68316 -1.93324
H: 2.25396 4.48392 0.10524
H: 1.99805 3.21371 2.23756
S: 0.45800 0.89295 2.90319
O: 1.56985 1.18153 3.76351
O: 0.17242 -0.47888 2.58602
N: -0.92055 1.64868 3.49689
C: -2.13914 0.86305 3.46783
H: -2.12805 0.25788 2.56341
C: -2.22583 -0.03645 4.70403
H: -3.19255 -0.54003 4.75480
O: -2.11311 0.71749 5.89128
C: -0.89327 1.42468 5.93465
H: -0.89388 1.97469 6.87708
C: -0.76498 2.37567 4.74185
H: 0.21916 2.84063 4.73601
H: -1.54261 3.14474 4.78204
H: -0.04595 0.72304 5.91424
H: -1.41965 -0.78289 4.65028
H: -2.98564 1.55618 3.44036
H: -0.62304 0.48521 0.31602

The computed Löwdin charges, all in e, follow:
1. O 0.083
2. C -0.426
3. N -0.027
4. C -0.086
5. C -0.212
6. C -0.016
7. C 0.007
8. C -0.277
9. C -0.007
10. C -0.044
11. H 0.114
12. H 0.118
13. F 0.057
14. H 0.123
15. H 0.122
16. H 0.132
17. H 0.129
18. C -0.045
19. C -0.260
20. C -0.025
21. C -0.049
22. C -0.101
23. O 0.026
24. H 0.117
25. H 0.105
26. H 0.114
27. H 0.141
28. H 0.129
29. C -0.134
30. C -0.003
31. C -0.242
32. C -0.046
33. C -0.051
34. C -0.018
35. H 0.126
36. H 0.109
37. H 0.113
38. S 0.687
39. O -0.276
40. O -0.280
41. N -0.225
42. C -0.167
43. H 0.115
44. C -0.185
45. H 0.130
46. O -0.126
47. C -0.184
48. H 0.130
49. C -0.169
50. H 0.116
51. H 0.134
52. H 0.127
53. H 0.123
54. H 0.134
55. H 0.123